(1)
This record from the OMol25 dataset describes a cluster of 4 separate species, C2H14N2O3 in total. The level of theory is wB97M-V/def2-TZVPD.

## Properties
E_LUMO (alpha / beta) = -0.1033 / -0.3065 Eh
maximum force = 0.1391 Eh/bohr
energy above the lowest of the compared OMol25 structures with the same formula, charge and spin = 27.9 kcal per mole
Kohn-Sham gap (alpha / beta) = 11.1 / 5.5 eV

The geometry in ORCA input format:
```
! wB97M-V def2-TZVPD RIJCOSX def2/J DEFGRID3
* xyz 1 2
N 0.02 -0.91 2.27
C -0.52 -1.18 0.96
C -0.90 0.08 0.17
N 0.35 0.58 -0.42
H 1.05 -0.69 2.26
H -0.24 -1.54 3.00
H -1.48 -1.72 1.04
H 0.22 -1.81 0.35
H -1.71 -0.03 -0.47
H -1.24 0.81 0.85
H 0.58 -0.03 -1.20
H 0.20 1.47 -0.52
H 2.38 -2.01 5.49
H 3.32 -1.09 4.88
O 2.67 -1.70 4.61
H -1.23 4.46 -3.35
H -1.14 5.09 -1.93
O -0.55 4.57 -2.52
H -1.15 -2.01 -5.02
H -0.33 -0.76 -5.44
O -0.30 -1.58 -5.00
*
```

***

(2)
This record from the OMol25 dataset describes a cluster of 5 separate species, C2H14N2O4 in total. The level of theory is wB97M-V/def2-TZVPD.

## Properties
E_LUMO = 0.0179 Eh
maximum force = 0.0346 Eh/bohr
energy above the lowest of the compared OMol25 structures with the same formula, charge and spin = 13.9 kcal per mole
Kohn-Sham gap = 9.2 eV

The geometry in ORCA input format:
```
! wB97M-V def2-TZVPD RIJCOSX def2/J DEFGRID3
* xyz 0 1
C -0.56 1.70 -2.04
N 0.29 1.32 -0.90
C 0.17 2.04 0.23
N 0.70 1.63 1.33
H -0.30 1.03 -2.85
H -1.61 1.57 -1.79
H -0.36 2.71 -2.36
H 0.67 0.39 -0.96
H -0.30 3.02 0.13
H 0.56 2.24 2.12
H 2.59 -1.25 -1.33
H 1.26 -1.85 -1.89
O 1.92 -1.14 -2.01
H 0.66 -1.47 3.44
H -0.48 -1.36 4.50
O -0.29 -1.41 3.55
H -0.71 -0.06 0.87
H -1.55 -1.13 1.38
O -1.43 -0.64 0.56
H -1.11 -2.43 -0.96
H 0.03 -2.37 -0.05
O -0.15 -2.53 -0.99
*
```

***

(3)
This record from the OMol25 dataset describes a cluster of 2 separate species, C2H14N2Si3 in total. The level of theory is wB97M-V/def2-TZVPD.

## Properties
E_LUMO = -0.0003 Eh
maximum force = 0.0766 Eh/bohr
energy above the lowest of the compared OMol25 structures with the same formula, charge and spin = 84.0 kcal per mole
Kohn-Sham gap = 8.0 eV

The geometry in ORCA input format:
```
! wB97M-V def2-TZVPD RIJCOSX def2/J DEFGRID3
* xyz 0 1
C 2.22 1.37 0.26
C -2.22 -1.40 -0.19
N 1.51 0.17 -0.22
N -2.09 0.01 -0.46
Si 2.30 -1.29 0.35
Si -2.47 1.00 0.85
Si 0.26 0.24 -1.48
H 3.21 1.53 -0.37
H 1.55 2.25 0.18
H 2.75 1.21 1.19
H -3.33 -1.61 -0.17
H -1.65 -1.91 -0.89
H -1.91 -1.78 0.75
H 1.38 -2.18 1.24
H 3.49 -1.03 0.99
H 2.59 -1.62 -1.13
H -1.67 0.98 1.98
H -3.79 0.84 1.30
H -2.56 2.35 0.26
H 0.25 -0.80 -2.50
H 0.18 1.67 -1.94
*
```

***

(4)
This record from the OMol25 dataset describes a cluster of 4 separate species, C2H14NO3 in total. The level of theory is wB97M-V/def2-TZVPD.

## Properties
E_LUMO = -0.1160 Eh
maximum force = 0.0372 Eh/bohr
energy above the lowest of the compared OMol25 structures with the same formula, charge and spin = 23.9 kcal per mole
Kohn-Sham gap = 10.2 eV

The geometry in ORCA input format:
```
! wB97M-V def2-TZVPD RIJCOSX def2/J DEFGRID3
* xyz 1 1
C 1.18 0.91 3.23
C 1.07 1.26 1.77
N 0.98 0.05 0.92
H 1.38 1.78 3.85
H 0.24 0.49 3.60
H 1.97 0.20 3.47
H 0.18 1.88 1.62
H 1.76 2.00 1.37
H 0.43 -0.67 1.39
H 1.90 -0.24 0.60
H 0.46 0.21 0.03
H -1.16 -6.89 -1.90
H -1.75 -6.08 -3.08
O -0.93 -6.42 -2.71
H -0.27 1.63 -1.37
H -0.94 0.64 -2.29
O -0.26 0.70 -1.62
H -2.14 2.38 -3.58
H -2.20 3.55 -2.65
O -1.92 2.62 -2.67
*
```

***

(5)
This record from the OMol25 dataset describes a cluster of 5 separate species, C2H14NO4 in total. The level of theory is wB97M-V/def2-TZVPD.

## Properties
E_LUMO = -0.1104 Eh
maximum force = 0.0279 Eh/bohr
energy above the lowest of the compared OMol25 structures with the same formula, charge and spin = 25.0 kcal per mole
Kohn-Sham gap = 10.6 eV

The geometry in ORCA input format:
```
! wB97M-V def2-TZVPD RIJCOSX def2/J DEFGRID3
* xyz 1 1
C -1.78 -0.69 1.44
C -2.55 0.36 1.61
N -0.33 -0.61 1.22
H -2.22 -1.66 1.56
H -3.60 0.22 1.82
H -2.33 1.40 1.42
H -0.18 -0.78 0.20
H 0.12 0.28 1.51
H 0.15 -1.36 1.70
H 0.34 4.92 -4.57
H -0.54 4.32 -3.48
O -0.06 4.09 -4.28
H 1.62 -2.01 -1.31
H 1.26 -0.51 -1.54
O 1.28 -1.21 -0.87
H -0.22 2.29 2.91
H -0.78 1.04 3.56
O -0.02 1.35 3.07
H 3.00 -4.34 -1.45
H 3.56 -3.59 -2.71
O 3.27 -3.48 -1.79
*
```

***

(6)
This record from the OMol25 dataset describes a cluster of 4 separate species, C2H14NO4 in total. The level of theory is wB97M-V/def2-TZVPD.

## Properties
E_LUMO = -0.1084 Eh
maximum force = 0.0215 Eh/bohr
energy above the lowest of the compared OMol25 structures with the same formula, charge and spin = 5.9 kcal per mole
Kohn-Sham gap = 11.6 eV

The geometry in ORCA input format:
```
! wB97M-V def2-TZVPD RIJCOSX def2/J DEFGRID3
* xyz 1 1
C -1.03 1.55 0.72
O -1.85 1.32 -0.40
C -0.76 0.29 1.54
N 0.17 -0.57 0.75
H -1.47 2.33 1.34
H -0.10 1.98 0.36
H -2.78 1.34 -0.15
H -0.26 0.52 2.47
H -1.72 -0.20 1.66
H 0.32 -1.49 1.17
H 1.11 -0.11 0.65
H -0.15 -0.67 -0.22
H 2.53 1.82 -0.06
H 3.40 0.65 0.20
O 2.51 0.95 0.34
H -1.66 -2.64 -1.87
H -0.76 -2.64 -0.76
O -1.49 -2.13 -1.08
H 2.05 -1.03 -2.48
H 0.66 -0.34 -2.31
O 1.27 -0.92 -1.88
*
```

***

(7)
This record from the OMol25 dataset describes a cluster of 5 separate species, C2H14O4S in total. The level of theory is wB97M-V/def2-TZVPD.

## Properties
E_LUMO (alpha / beta) = 0.1088 / 0.1067 Eh
maximum force = 0.0257 Eh/bohr
energy above the lowest of the compared OMol25 structures with the same formula, charge and spin = 0.0 kcal per mole
Kohn-Sham gap (alpha / beta) = 2.5 / 9.2 eV

The geometry in ORCA input format:
```
! wB97M-V def2-TZVPD RIJCOSX def2/J DEFGRID3
* xyz -1 2
C -2.31 0.04 -0.27
C -1.62 0.89 0.80
S -2.71 1.42 2.17
H -1.55 -0.38 -0.92
H -2.86 -0.80 0.18
H -3.07 0.65 -0.75
H -1.32 1.83 0.34
H -0.77 0.36 1.23
H -3.21 0.20 2.43
H 1.24 -4.23 0.58
H 1.32 -2.72 0.66
O 1.60 -3.53 1.13
H 0.04 1.58 -1.87
H 1.50 1.99 -2.15
O 0.93 1.21 -1.94
H 0.20 -1.94 -1.28
H 1.11 -0.64 -1.15
O 0.91 -1.52 -0.79
H 2.96 2.43 0.59
H 3.90 1.24 0.82
O 3.70 1.94 0.19
*
```

***

(8)
This record from the OMol25 dataset describes a cluster of 5 separate species, C2H14O4S in total. The level of theory is wB97M-V/def2-TZVPD.

## Properties
E_LUMO = 0.0116 Eh
maximum force = 0.0790 Eh/bohr
energy above the lowest of the compared OMol25 structures with the same formula, charge and spin = 45.1 kcal per mole
Kohn-Sham gap = 9.3 eV

The geometry in ORCA input format:
```
! wB97M-V def2-TZVPD RIJCOSX def2/J DEFGRID3
* xyz 0 1
C -0.79 -0.50 -1.68
C -2.13 -0.56 -1.03
S -2.41 -0.44 0.86
H -0.85 -0.27 -2.81
H -0.07 -1.41 -1.58
H -0.25 0.43 -1.42
H -2.77 0.28 -1.53
H -2.66 -1.50 -1.30
H -1.78 0.63 1.20
H -0.75 2.62 1.02
H -0.18 2.18 -0.18
O -1.03 2.43 0.13
H 0.78 -1.84 0.09
H 1.78 -2.86 0.51
O 1.71 -2.02 0.05
H 2.58 -0.60 0.76
H 3.27 0.67 0.32
O 2.63 0.32 1.00
H 1.50 1.36 2.06
H 0.72 0.20 1.36
O 0.69 0.88 2.17
*
```

***

(9)
This record from the OMol25 dataset describes a cluster of 5 separate species, C2H14O4S in total. The level of theory is wB97M-V/def2-TZVPD.

## Properties
E_LUMO (alpha / beta) = -0.1647 / -0.3470 Eh
maximum force = 0.1164 Eh/bohr
energy above the lowest of the compared OMol25 structures with the same formula, charge and spin = 45.3 kcal per mole
Kohn-Sham gap (alpha / beta) = 9.1 / 4.1 eV

The geometry in ORCA input format:
```
! wB97M-V def2-TZVPD RIJCOSX def2/J DEFGRID3
* xyz 1 2
C -1.60 -1.29 -0.27
C -1.01 -2.04 -1.41
S -0.38 -1.08 -2.90
H -2.00 -2.03 0.34
H -0.75 -0.95 0.35
H -2.43 -0.46 -0.56
H -1.62 -2.72 -2.01
H -0.16 -2.59 -1.06
H -0.01 -0.02 -2.21
H -1.11 1.54 -1.42
H -1.35 2.23 0.07
O -1.61 1.52 -0.57
H 2.46 2.99 1.98
H 2.29 1.49 1.96
O 1.98 2.29 2.42
H -0.16 0.86 3.46
H 0.31 0.66 4.77
O -0.46 0.81 4.28
H 1.87 0.13 -0.11
H 3.11 -0.87 0.31
O 2.75 0.00 0.19
*
```

***

(10)
This record from the OMol25 dataset describes a cluster of 5 separate species, C2H14O4S2 in total. The level of theory is wB97M-V/def2-TZVPD.

## Properties
E_LUMO = -0.0198 Eh
maximum force = 0.0587 Eh/bohr
energy above the lowest of the compared OMol25 structures with the same formula, charge and spin = 26.1 kcal per mole
Kohn-Sham gap = 8.2 eV

The geometry in ORCA input format:
```
! wB97M-V def2-TZVPD RIJCOSX def2/J DEFGRID3
* xyz 0 1
C 0.96 -0.27 1.46
C 2.15 -0.94 0.77
S 2.75 0.10 -0.62
S 1.06 -0.46 -2.17
H 0.23 -0.14 0.70
H 1.26 0.68 1.96
H 0.63 -0.95 2.24
H 1.94 -1.94 0.34
H 2.94 -1.08 1.55
H 0.64 0.83 -2.12
H -1.66 0.88 -0.58
H -1.60 1.87 -1.72
O -1.31 1.74 -0.77
H -3.89 -0.46 0.32
H -2.78 -0.72 1.28
O -2.95 -0.32 0.43
H -1.58 -3.11 -0.68
H -0.32 -2.23 -1.01
O -0.99 -2.45 -0.34
H 0.26 2.98 0.16
H 1.09 2.90 -1.09
O 1.17 3.10 -0.12
*
```

***

(11)
This record from the OMol25 dataset describes a cluster of 5 separate species, C2H14O4S2 in total. The level of theory is wB97M-V/def2-TZVPD.

## Properties
E_LUMO = 0.0039 Eh
maximum force = 0.0499 Eh/bohr
energy above the lowest of the compared OMol25 structures with the same formula, charge and spin = 11.9 kcal per mole
Kohn-Sham gap = 9.0 eV

The geometry in ORCA input format:
```
! wB97M-V def2-TZVPD RIJCOSX def2/J DEFGRID3
* xyz 0 1
C 0.56 -2.07 -0.50
C 0.11 -2.19 0.95
S -1.14 -1.02 1.50
S -0.38 0.80 1.97
H 0.78 -1.04 -0.89
H -0.20 -2.37 -1.23
H 1.46 -2.55 -0.86
H 1.01 -2.24 1.57
H -0.37 -3.16 1.09
H -0.85 1.48 0.91
H 0.19 1.34 -1.68
H -1.08 2.00 -2.38
O -0.80 1.42 -1.66
H 2.00 1.00 -2.49
H 2.02 1.67 -1.22
O 1.83 1.89 -2.17
H 3.60 1.26 0.41
H 2.33 1.44 1.16
O 2.65 1.14 0.30
H -1.51 -0.09 -2.17
H -2.99 -0.37 -2.30
O -2.15 -0.70 -2.64
*
```